# 1
The following is a DFT calculation (ωB97M-V/def2-TZVPD) of a molecular structure, C56H52BrN5O4Si2TeTi in a non-equilibrium geometry.

- LUMO (eV) = -0.320
- energy above the lowest of the compared OMol25 structures with the same formula, charge and spin (kcal per mole) = 44.80

Element x y z (Å)
Ti  -0.345  -2.118  -1.312
O  -2.676  -3.065  -4.474
C  -1.818  -2.891  -3.636
N  -1.984  -2.358  -2.387
C  -3.293  -2.353  -1.861
O  -4.000  -3.322  -1.746
C  -3.763  -0.991  -1.447
C  -5.101  -0.646  -1.537
C  -5.455  0.655  -1.218
C  -4.464  1.536  -0.807
C  -3.159  1.078  -0.731
N  -2.810  -0.160  -1.057
C  -0.377  -3.207  -3.935
C  -0.012  -3.706  -5.169
C  1.302  -4.068  -5.387
C  2.203  -3.910  -4.352
C  1.763  -3.380  -3.156
N  0.494  -3.025  -2.934
H  -5.821  -1.389  -1.854
H  -6.485  0.980  -1.288
H  -4.697  2.561  -0.542
H  -2.354  1.729  -0.394
H  -0.784  -3.806  -5.921
H  1.622  -4.471  -6.340
H  3.244  -4.184  -4.462
H  2.447  -3.249  -2.334
C  -1.755  1.802  3.237
Si  -1.373  0.107  2.559
C  -3.026  -0.655  2.165
C  -0.715  -1.027  3.903
C  -0.511  -0.419  5.144
C  -0.111  -1.138  6.264
C  0.093  -2.501  6.156
C  -0.125  -3.132  4.937
C  -0.536  -2.435  3.794
Si  -0.876  -3.583  2.321
C  -0.040  -5.207  2.679
C  -2.698  -3.905  2.107
H  -2.621  1.722  3.903
H  -2.023  2.469  2.410
H  -0.946  2.275  3.797
H  -3.358  -1.197  3.058
H  -3.014  -1.351  1.330
H  -3.764  0.120  1.945
H  -0.669  0.651  5.250
H  0.036  -0.631  7.211
H  0.421  -3.078  7.013
H  0.034  -4.204  4.880
H  -0.558  -5.740  3.486
H  1.006  -5.068  2.971
H  -0.068  -5.847  1.796
H  -3.256  -3.488  2.951
H  -2.849  -4.990  2.093
H  -3.126  -3.512  1.184
C  2.244  5.085  -0.413
C  1.621  3.781  0.025
C  1.705  3.344  1.333
C  1.105  2.155  1.755
C  1.456  1.654  3.121
O  1.751  0.488  3.267
C  1.491  2.576  4.315
C  2.113  2.103  5.469
C  2.126  2.865  6.627
C  1.507  4.110  6.644
C  0.878  4.586  5.503
C  0.871  3.824  4.342
C  0.379  1.379  0.835
O  -0.365  0.292  1.217
C  0.432  1.715  -0.546
C  1.013  2.937  -0.895
C  0.095  0.740  -1.617
N  0.656  -0.538  -1.492
C  2.034  -0.592  -0.977
C  3.047  0.248  -1.783
Te  3.017  0.068  -3.923
C  2.628  2.124  -4.192
C  3.433  3.088  -3.589
C  3.159  4.438  -3.775
C  2.083  4.832  -4.563
C  1.283  3.871  -5.167
C  1.554  2.519  -4.985
C  -0.693  1.139  -2.757
C  -1.375  2.376  -2.802
C  -2.158  2.737  -3.884
C  -2.308  1.885  -4.976
C  -1.607  0.683  -4.978
C  -0.801  0.336  -3.908
H  2.687  5.613  0.431
H  1.496  5.738  -0.869
H  3.022  4.917  -1.160
H  2.299  3.910  2.043
H  2.576  1.125  5.438
H  2.615  2.490  7.518
H  1.508  4.705  7.551
H  0.389  5.553  5.515
H  0.359  4.196  3.464
H  1.044  3.196  -1.952
H  2.350  -1.632  -0.971
H  2.098  -0.244  0.054
H  4.058  0.034  -1.438
H  2.840  1.305  -1.622
H  4.280  2.789  -2.981
H  3.793  5.185  -3.311
H  1.874  5.885  -4.709
H  0.435  4.168  -5.772
H  0.910  1.775  -5.441
H  -1.304  3.058  -1.964
H  -2.668  3.694  -3.875
H  -2.947  2.158  -5.808
H  -1.684  0.009  -5.825
H  -0.198  -0.553  -3.969
Br  -1.230  -4.966  -0.724
C  0.304  -3.797  -0.295
C  1.539  -4.598  -0.268
C  2.595  -4.184  0.436
C  2.454  -2.986  1.264
C  1.268  -2.411  1.445
N  0.029  -2.903  0.868
H  1.576  -5.486  -0.885
H  3.532  -4.729  0.421
H  3.314  -2.561  1.768
H  1.161  -1.581  2.128

Atomic forces in eV per Å
Ti 0.87 1.46 1.50
O -0.07 -0.15 -0.08
C -0.08 0.17 0.02
N -0.87 -0.42 -0.43
C -0.29 0.41 -0.23
O 0.13 -0.14 -0.17
C 0.04 -0.08 -0.13
C -0.12 -0.02 0.04
C 0.03 0.00 0.01
C -0.12 -0.01 0.02
C 0.23 0.01 0.22
N 0.13 -0.03 0.33
C -0.36 0.03 -0.13
C -0.17 -0.04 -0.26
C -0.05 -0.05 -0.20
C 0.20 0.05 0.15
C 0.29 0.01 0.12
N 0.18 -0.70 -1.15
H 0.01 0.05 0.00
H 0.02 -0.01 0.00
H 0.03 -0.07 -0.05
H -0.09 -0.11 -0.03
H 0.03 0.00 0.06
H -0.05 0.03 0.04
H -0.04 0.03 0.04
H 0.10 0.02 0.09
C 0.12 0.13 0.14
Si -0.13 0.14 -0.09
C -0.10 0.04 -0.26
C 0.23 -0.27 0.09
C -0.02 -0.02 -0.03
C -0.03 -0.02 0.01
C 0.00 0.05 0.00
C 0.00 -0.01 -0.06
C -0.07 0.26 0.11
Si 0.07 0.09 0.22
C 0.16 -0.20 0.07
C -0.23 -0.01 -0.13
H 0.06 0.01 -0.06
H 0.00 -0.07 0.05
H -0.27 -0.08 -0.11
H 0.04 0.13 -0.13
H -0.05 -0.02 -0.04
H 0.03 -0.05 -0.10
H 0.09 -0.15 0.00
H 0.01 -0.02 -0.05
H -0.04 0.01 -0.04
H 0.01 0.15 0.09
H 0.06 0.08 -0.14
H -0.11 -0.05 -0.05
H -0.02 0.01 0.05
H 0.09 -0.06 -0.10
H 0.02 0.11 -0.02
H -0.02 -0.01 0.04
C -0.03 -0.10 0.05
C 0.02 0.13 -0.21
C 0.04 0.00 0.24
C 0.00 0.11 0.08
C -0.15 0.35 -0.21
O 0.13 -0.47 0.09
C 0.04 0.02 -0.04
C 0.04 -0.03 0.01
C -0.01 0.03 -0.03
C 0.01 -0.05 0.02
C 0.00 -0.01 -0.07
C 0.03 0.07 0.02
C 0.02 0.21 -0.24
O -0.02 -0.21 0.22
C 0.21 -0.51 -0.08
C 0.04 0.11 0.01
C -0.12 0.22 0.16
N -0.43 0.78 0.63
C 0.20 0.13 -0.64
C -0.31 -0.22 0.19
Te 0.00 0.03 0.11
C -0.09 0.01 -0.11
C 0.02 0.04 -0.07
C -0.01 -0.07 -0.07
C 0.00 -0.06 0.02
C 0.06 0.00 0.04
C -0.01 0.04 -0.01
C 0.38 -0.09 0.20
C -0.12 0.03 -0.09
C 0.08 -0.10 0.02
C -0.04 0.03 -0.10
C 0.01 0.02 0.07
C -0.17 -0.01 -0.10
H -0.02 -0.01 0.00
H 0.03 -0.02 0.01
H -0.05 0.01 0.07
H -0.08 0.01 0.02
H -0.01 0.01 0.01
H -0.01 0.00 -0.03
H 0.01 -0.03 -0.05
H 0.01 -0.04 0.00
H 0.02 -0.01 -0.02
H -0.02 -0.03 0.09
H 0.10 -0.17 0.04
H -0.09 -0.01 0.17
H -0.06 -0.02 0.06
H 0.06 -0.03 0.00
H -0.03 0.02 -0.04
H -0.01 -0.03 -0.03
H 0.00 -0.04 0.01
H 0.02 -0.02 0.02
H 0.02 0.08 0.06
H -0.02 -0.01 -0.03
H 0.00 -0.02 0.02
H 0.04 -0.01 0.04
H 0.01 0.03 0.02
H 0.06 -0.27 0.00
Br 0.09 0.03 0.27
C 0.32 -0.42 0.26
C -0.02 0.13 -0.01
C 0.06 0.21 0.24
C 0.19 -0.28 -0.16
C -0.16 0.00 0.09
N 0.05 -0.23 -0.26
H -0.03 0.01 0.01
H -0.08 0.03 0.01
H -0.08 -0.02 -0.05
H -0.06 0.11 -0.15



# 2
The following is a DFT calculation (ωB97M-V/def2-TZVPD) of a molecular structure, C33H48BaBrN3P2Se in a non-equilibrium geometry.

- charge = +2
- LUMO (eV) = -7.259
- energy above the lowest of the compared OMol25 structures with the same formula, charge and spin (kcal per mole) = 0.00

Element x y z (Å)
N  -1.383  3.781  3.777
C  -0.494  3.085  4.501
C  0.890  3.204  4.326
C  1.372  3.999  3.255
C  0.443  4.852  2.622
C  -0.922  4.690  2.913
C  2.704  3.791  2.714
Ba  2.117  -0.762  0.582
P  -0.342  -2.870  -2.807
C  3.052  4.112  1.422
C  3.675  3.123  0.532
C  3.412  3.125  -0.857
C  3.527  1.931  -1.600
C  3.971  0.828  -0.929
C  4.581  0.856  0.309
C  4.372  2.021  1.076
Br  3.492  -1.273  -1.911
H  3.370  3.218  3.365
H  2.673  5.033  0.978
H  1.565  2.606  4.933
H  0.754  5.554  1.854
H  -0.910  2.379  5.228
H  -1.664  5.295  2.381
H  3.051  4.044  -1.325
H  4.730  2.084  2.105
H  3.269  1.898  -2.657
H  5.166  0.024  0.707
P  -1.670  0.931  -0.632
C  0.899  -3.923  -1.899
C  1.757  -4.913  -2.685
H  0.305  -4.456  -1.137
H  1.566  -3.219  -1.356
H  2.655  -5.149  -2.100
H  1.241  -5.859  -2.852
H  2.092  -4.517  -3.649
C  0.694  -2.129  -4.151
C  0.838  -2.950  -5.425
H  1.677  -1.879  -3.713
H  0.201  -1.164  -4.374
H  1.370  -2.342  -6.168
H  1.422  -3.865  -5.272
H  -0.137  -3.217  -5.846
C  -1.544  -4.005  -3.615
C  -1.183  -5.479  -3.769
H  -1.819  -3.558  -4.583
H  -2.434  -3.926  -2.965
H  -2.026  -5.997  -4.244
H  -0.305  -5.637  -4.408
H  -1.009  -5.960  -2.799
C  -3.390  0.216  -0.701
C  -3.512  -1.064  -1.529
H  -4.067  0.993  -1.088
H  -3.688  0.010  0.340
H  -4.556  -1.407  -1.515
H  -3.236  -0.915  -2.579
H  -2.885  -1.861  -1.109
C  -1.473  1.321  -2.431
C  -0.315  2.258  -2.774
H  -2.431  1.761  -2.754
H  -1.349  0.353  -2.937
H  -0.414  2.572  -3.821
H  -0.302  3.169  -2.161
H  0.653  1.754  -2.663
C  -2.087  2.664  -0.118
C  -3.051  2.772  1.059
H  -2.483  3.199  -0.997
H  -1.116  3.120  0.139
H  -3.293  3.827  1.235
H  -3.991  2.237  0.881
H  -2.591  2.398  1.983
C  -2.474  0.051  3.659
N  -1.769  -1.168  4.014
C  -1.089  -2.013  3.161
Se  -0.875  -1.891  1.327
N  -0.575  -2.992  3.982
C  -0.859  -2.736  5.322
C  -0.542  -3.444  6.474
C  -1.022  -2.909  7.679
C  -1.791  -1.731  7.707
C  -2.084  -1.025  6.531
C  -1.595  -1.567  5.348
H  -2.856  -0.027  2.634
H  -1.812  0.925  3.745
H  -3.299  0.159  4.371
H  -0.049  -3.795  3.643
H  0.047  -4.357  6.382
H  -0.796  -3.412  8.615
H  -2.159  -1.376  8.664
H  -2.657  -0.100  6.489

Atomic forces in eV per Å
N 0.30 -0.08 0.33
C 0.18 0.52 -0.37
C -0.08 -0.02 -0.79
C -1.10 1.12 0.68
C -0.56 -0.76 0.34
C 0.75 0.12 -0.09
C 0.78 0.23 -0.81
Ba -2.27 -0.17 1.12
P 0.47 0.80 0.80
C -0.06 0.04 0.93
C 0.45 -0.09 0.16
C 0.09 -0.27 0.46
C -0.38 0.60 -0.38
C 0.34 -1.52 -1.15
C 0.06 0.17 0.87
C 0.07 -0.52 -0.64
Br 1.66 2.46 0.20
H -0.33 -0.62 -0.54
H -0.57 -0.62 -0.24
H -0.02 0.05 -0.13
H -0.12 -0.11 0.11
H 0.22 0.34 -0.12
H 0.22 -0.23 0.27
H -0.02 -0.42 0.00
H 0.06 -0.21 -0.38
H -0.12 0.02 0.31
H -0.18 0.14 -0.11
P -0.12 0.49 -0.64
C -0.46 -0.34 -0.14
C 0.57 -0.14 0.26
H 0.33 0.21 -0.05
H -0.38 -0.17 -0.14
H -0.06 -0.06 -0.14
H 0.07 0.20 -0.06
H -0.06 -0.11 0.31
C -0.35 -0.03 0.00
C 0.39 0.23 -0.40
H -0.43 -0.13 -0.24
H 0.29 -0.31 -0.04
H -0.14 -0.25 -0.04
H -0.29 0.25 -0.14
H 0.26 0.03 0.06
C -0.25 0.00 0.35
C -0.12 -0.28 -0.37
H 0.03 -0.08 0.30
H 0.21 -0.03 -0.38
H 0.19 0.02 0.13
H -0.24 0.07 0.18
H -0.01 0.13 -0.22
C 0.21 -0.08 0.18
C -0.18 -0.13 0.10
H 0.22 -0.14 0.10
H 0.00 0.04 -0.29
H 0.24 0.04 0.00
H 0.02 -0.01 0.24
H -0.10 0.15 -0.18
C -0.15 -0.30 0.03
C -0.10 0.03 -0.21
H 0.28 -0.15 -0.05
H -0.03 0.28 -0.09
H 0.19 -0.04 0.23
H -0.05 -0.21 -0.09
H -0.08 0.03 0.02
C 0.24 0.02 0.06
C 0.06 0.17 0.19
H 0.06 -0.16 0.26
H -0.34 0.14 -0.03
H -0.06 -0.23 0.04
H 0.24 0.18 0.04
H -0.20 0.03 -0.21
C -0.05 0.11 -0.15
N 0.85 -0.44 -0.82
C -0.23 -0.21 2.47
Se 0.11 -0.08 0.13
N 0.09 0.37 -0.69
C 0.16 -0.35 -0.01
C -0.18 0.32 0.23
C 0.19 -0.21 -0.58
C 0.04 0.19 -0.57
C 0.12 -0.23 0.24
C -0.31 -0.04 -0.35
H 0.10 0.02 0.34
H -0.22 -0.27 -0.11
H 0.06 0.07 -0.35
H -0.34 0.42 0.00
H -0.19 0.19 0.39
H -0.07 0.04 -0.16
H 0.05 0.04 -0.17
H 0.06 -0.27 0.37



# 3
The following is a DFT calculation (ωB97M-V/def2-TZVPD) of a single C4H8N2O molecule in a non-equilibrium geometry.

- SMILES = [H]/N=C(\CCC)N=O
- LUMO (eV) = -0.283
- energy above the lowest of the compared OMol25 structures with the same formula, charge and spin (kcal per mole) = 106.89

Element x y z (Å)
C  0.116  -0.667  -0.822
C  -1.147  -0.136  0.001
C  -1.009  1.326  0.393
C  1.282  -0.654  0.183
N  2.190  -0.028  -0.623
N  1.470  -1.363  1.203
O  2.490  1.148  -0.687
H  0.689  -1.957  1.470
H  0.205  -0.031  -1.703
H  -0.058  -1.701  -1.126
H  -2.012  -0.275  -0.652
H  -1.294  -0.756  0.888
H  -1.902  1.667  0.914
H  -0.152  1.477  1.047
H  -0.869  1.949  -0.489

Atomic forces in eV per Å
C -2.51 0.08 1.87
C 0.68 -0.47 -0.95
C 0.02 -0.15 -0.06
C -1.62 -0.71 -0.69
N 3.33 1.66 -1.12
N 0.65 0.58 0.28
O -0.85 -1.32 0.83
H -0.16 0.20 -0.31
H 0.42 -0.13 0.15
H 0.07 0.09 -0.11
H -0.08 0.00 0.12
H 0.00 -0.04 -0.08
H -0.01 0.06 0.03
H 0.06 0.06 0.08
H -0.01 0.09 -0.05